[1]
{
  "formula": "C3H4OPd",
  "method": "the ωB97M-V functional and the def2-TZVPD basis",
  "spin_multiplicity": 4,
  "total_energy_ha": -319.2150,
  "e_lumo_ev": [-5.2, -6.9],
  "homo_lumo_gap_ev": [9.00, 7.93],
  "mol_weight_g_mol": 162.484,
  "max_force_ha_per_bohr": 0.30987,
  "charge": 1,
  "symbols": ["C", "O", "H", "C", "Pd", "H", "H", "H", "C"],
  "positions_angstrom": [[0.766, 0.592, 0.553], [-1.347, 0.290, -1.359], [0.877, -1.871, 0.721], [-0.569, -0.085, 0.287], [-0.860, -0.220, -2.734], [1.160, 1.184, -0.286], [-1.478, -0.005, 0.885], [0.932, 1.017, 1.555], [0.520, -0.902, 0.379]],
  "forces_ev_per_a": [[-0.9, -1.1, -0.6], [-4.0, 4.7, 14.7], [-0.2, 0.3, -0.3], [-1.1, 1.3, 0.1], [4.7, -5.0, -13.6], [0.1, -0.4, 0.3], [0.1, -0.2, -0.5], [0.0, -0.2, -0.5], [1.2, 0.8, 0.3]]
}


[2]
{
  "formula": "C3H6O2",
  "method": "the ωB97M-V functional and the def2-TZVPD basis",
  "smiles": "C=CC=O.O",
  "e_above_lowest_kj_mol": 155.3,
  "total_energy_ha": -268.3461,
  "e_lumo_ev": 0.2,
  "homo_lumo_gap_ev": 10.32,
  "mol_weight_g_mol": 74.079,
  "max_force_ha_per_bohr": 0.00907,
  "charge": 0,
  "symbols": ["H", "C", "H", "H", "C", "C", "H", "H", "H", "O", "O"],
  "positions_angstrom": [[-0.013, 0.237, 1.333], [-0.659, 0.610, -1.235], [1.319, 1.545, -1.136], [1.629, 1.083, 1.300], [0.574, 1.027, -0.539], [0.735, 0.782, 0.763], [0.071, -1.954, 0.241], [-1.365, 0.016, -0.609], [-1.170, -2.103, 1.119], [-0.917, 0.866, -2.389], [-0.206, -2.110, 1.153]],
  "forces_ev_per_a": [[0.1, 0.2, -0.1], [-0.1, 0.0, -0.2], [-0.1, 0.0, 0.1], [-0.1, 0.0, -0.1], [0.1, 0.0, 0.2], [0.0, 0.0, -0.1], [0.0, -0.1, 0.1], [0.0, 0.1, -0.1], [0.1, -0.1, 0.0], [0.1, -0.1, 0.4], [-0.1, -0.1, -0.1]]
}


[3]
{
  "formula": "C32H37N2",
  "method": "the ωB97M-V functional and the def2-TZVPD basis",
  "smiles": "CN(C)c1ccc(C2([C@H]3CCCCC3=[N+]3CCCCC3)c3ccccc3-c3ccccc32)cc1",
  "e_above_lowest_kj_mol": 65.4,
  "total_energy_ha": -1350.8219,
  "e_lumo_ev": -3.4,
  "homo_lumo_gap_ev": 6.21,
  "mol_weight_g_mol": 449.662,
  "max_force_ha_per_bohr": 0.07287,
  "charge": 1,
  "symbols": ["H", "H", "H", "C", "C", "C", "H", "C", "H", "C", "C", "C", "C", "H", "C", "C", "H", "H", "H", "C", "C", "H", "C", "C", "C", "H", "H", "N", "H", "H", "H", "H", "C", "H", "H", "C", "H", "C", "H", "C", "H", "H", "C", "H", "C", "C", "C", "H", "C", "C", "H", "H", "H", "C", "H", "C", "H", "C", "H", "H", "H", "H", "H", "C", "H", "N", "H", "H", "C", "C", "C"],
  "positions_angstrom": [[4.376, 0.464, -6.235], [2.943, 2.879, -8.253], [2.346, 3.960, -6.961], [2.610, -1.938, -0.519], [3.685, 1.634, -4.057], [2.088, -0.148, 1.062], [-0.484, 1.159, -1.451], [1.889, -3.953, 1.516], [3.914, 6.619, 1.963], [2.704, 0.993, 0.123], [1.541, 2.642, -4.467], [-1.777, 3.084, 1.081], [-1.729, 2.129, 0.044], [0.877, -0.149, 2.833], [0.644, 2.422, -0.159], [2.262, 5.288, 1.562], [0.782, 3.023, -5.154], [4.332, 1.338, -7.782], [1.322, 2.616, -7.556], [3.927, 1.458, 1.006], [2.077, 2.174, -0.593], [0.322, 3.037, -2.748], [1.852, 4.198, 0.790], [2.738, 2.107, -5.000], [-0.515, 1.834, -0.601], [2.063, 1.751, 3.957], [2.893, -4.307, 1.784], [2.987, 2.045, -6.356], [2.003, -1.438, -1.286], [3.652, 3.080, 2.462], [4.521, 0.544, 1.106], [-2.647, 1.624, -0.261], [2.226, 2.144, -2.160], [4.300, 1.561, -2.017], [1.188, -4.505, 2.160], [3.534, 5.818, 1.331], [0.570, -4.063, -0.194], [-0.633, 3.810, 1.426], [1.601, 5.658, 2.352], [3.724, 0.957, -6.955], [4.625, 1.222, -4.406], [4.420, 3.959, -1.399], [4.316, 5.324, 0.270], [3.655, -1.619, -0.664], [1.280, 2.640, -3.086], [0.548, 3.510, 0.745], [3.465, 1.768, -2.690], [3.056, 0.196, -7.389], [2.354, 2.924, -7.323], [2.162, 1.581, 2.874], [0.717, -2.264, 2.144], [4.569, 2.210, 0.517], [-0.606, 4.564, 2.223], [3.862, 4.258, -0.517], [2.378, -2.318, 2.765], [2.717, 3.569, -0.133], [2.325, -3.592, -1.849], [1.614, -4.265, 0.055], [3.579, -3.856, -0.650], [4.304, 1.591, 3.103], [2.567, -0.462, 3.131], [1.777, -5.334, -0.119], [5.270, 5.794, 0.052], [3.556, 1.987, 2.400], [-2.707, 3.265, 1.624], [2.155, -1.467, 0.792], [3.147, 0.406, -0.675], [1.405, 2.199, 2.387], [1.768, -2.448, 1.849], [1.884, 0.139, 2.513], [2.571, -3.457, -0.793]],
  "forces_ev_per_a": [[-0.1, 0.0, -0.1], [-0.3, 0.1, 0.4], [0.0, -0.2, -0.1], [0.1, -0.2, -1.2], [-0.2, 0.5, -0.1], [0.9, -1.2, 0.0], [-0.1, -0.2, 0.2], [0.1, 0.1, -0.2], [-0.1, -0.1, -0.2], [1.8, -1.7, 0.7], [0.1, 0.0, 0.2], [0.0, -0.4, -0.2], [0.1, 0.5, 0.4], [0.0, 0.0, -0.1], [-0.4, 1.3, 0.4], [0.0, -0.3, -0.2], [0.2, -0.1, 0.3], [0.1, -0.1, 0.2], [0.2, 0.1, 0.0], [0.0, -0.8, 0.2], [-1.3, 3.1, -1.7], [0.3, -0.1, -0.1], [0.3, -0.4, 0.1], [-0.2, -0.2, 0.6], [-0.5, -0.6, 0.4], [0.0, -0.2, -0.3], [-0.1, 0.1, -0.1], [0.3, 0.2, -0.2], [0.2, 0.0, 0.3], [0.0, -0.3, -0.2], [0.2, 0.1, 0.2], [0.3, 0.2, 0.0], [0.0, 0.1, 0.1], [-0.2, -0.2, -0.2], [0.2, 0.4, -0.1], [0.1, -0.3, -0.1], [0.0, 0.1, 0.0], [0.5, -0.3, -0.3], [0.3, 0.1, -0.4], [0.1, -0.2, -0.1], [0.0, 0.2, 0.1], [0.2, -0.2, 0.2], [-0.7, 0.2, 0.2], [-0.4, 0.1, 0.1], [0.4, -0.2, 0.0], [0.1, -0.5, 0.2], [-0.2, -0.6, -0.2], [0.0, 0.1, 0.2], [-0.3, -0.1, 0.2], [-0.2, 0.6, -0.2], [0.5, 0.2, -0.3], [-0.5, -0.6, -0.1], [-0.3, -0.2, -0.5], [0.3, -0.4, 0.3], [-0.3, 0.4, -0.6], [-1.1, 0.2, 0.4], [0.2, 0.1, 0.1], [-0.1, -0.1, 0.3], [-0.1, 0.0, 0.0], [-0.2, 0.1, -0.1], [-0.1, -0.2, -0.4], [-0.1, 0.2, -0.1], [-0.2, 0.0, -0.1], [0.4, 0.2, 0.5], [0.2, -0.1, -0.3], [-0.3, 2.1, 0.3], [0.1, 0.0, -0.1], [0.1, 0.0, 0.2], [-0.3, -0.8, 0.9], [-0.3, 0.7, 0.6], [0.2, 0.0, -0.2]]
}


[4]
{
  "formula": "C5H14N2O",
  "method": "the ωB97M-V functional and the def2-TZVPD basis",
  "smiles": "CCCCC(N)(N)O",
  "e_above_lowest_kj_mol": 217.6,
  "total_energy_ha": -383.6178,
  "e_lumo_ev": 1.0,
  "homo_lumo_gap_ev": 10.22,
  "mol_weight_g_mol": 118.180,
  "max_force_ha_per_bohr": 0.09591,
  "charge": 0,
  "symbols": ["H", "N", "C", "H", "O", "C", "C", "N", "H", "H", "H", "C", "H", "H", "H", "H", "H", "H", "C", "H", "H", "H"],
  "positions_angstrom": [[-0.132, -1.412, 0.830], [2.502, 0.770, 0.003], [-0.551, 0.596, 0.040], [2.280, -2.236, 0.593], [2.598, -1.352, 0.833], [-2.139, -0.131, -0.227], [-3.229, 0.880, 0.062], [1.859, -1.001, -1.286], [-3.296, 1.086, 1.136], [-2.300, -1.044, 0.351], [-0.224, 0.950, -0.938], [1.848, -0.486, 0.034], [-2.119, -0.427, -1.278], [0.428, -0.062, 1.805], [1.458, -0.292, -1.894], [3.500, 0.605, -0.129], [2.428, 1.190, 0.926], [-3.042, 1.830, -0.449], [0.240, -0.386, 0.777], [-4.219, 0.532, -0.257], [2.829, -1.092, -1.587], [-0.723, 1.483, 0.655]],
  "forces_ev_per_a": [[0.0, 0.1, -0.4], [-0.1, 1.3, 1.1], [-4.9, -0.7, -0.4], [0.2, 0.0, 0.3], [0.2, -1.0, 0.3], [2.3, 1.7, -0.1], [-0.3, 0.1, 0.0], [-0.8, -0.7, -1.1], [0.1, 0.0, -0.1], [0.4, 0.2, 0.2], [0.3, -0.4, 0.1], [-1.9, 0.0, 1.8], [-0.1, 0.0, 0.0], [0.2, -0.1, -0.1], [-0.1, -0.2, -0.1], [-0.2, 0.0, -0.1], [0.1, 0.2, 0.0], [0.0, -0.1, 0.0], [4.8, -0.5, -1.2], [0.1, 0.0, 0.0], [-0.1, -0.1, 0.1], [-0.1, 0.0, -0.2]]
}


[5]
{
  "formula": "C33H28FN4O3PdS",
  "method": "the ωB97M-V functional and the def2-TZVPD basis",
  "e_above_lowest_kj_mol": 0.0,
  "total_energy_ha": -2344.7804,
  "e_lumo_ev": -3.7,
  "homo_lumo_gap_ev": 7.89,
  "mol_weight_g_mol": 686.097,
  "max_force_ha_per_bohr": 0.00800,
  "charge": 1,
  "symbols": ["C", "H", "C", "H", "C", "C", "H", "C", "C", "C", "C", "F", "H", "C", "N", "O", "H", "H", "C", "H", "H", "C", "S", "H", "H", "H", "N", "H", "H", "C", "H", "C", "C", "N", "H", "C", "C", "H", "C", "H", "H", "C", "H", "H", "C", "H", "H", "C", "C", "H", "H", "C", "C", "H", "N", "H", "C", "C", "H", "C", "C", "C", "H", "C", "C", "O", "C", "O", "Pd", "C", "C"],
  "positions_angstrom": [[3.031, 0.317, 4.111], [-3.126, -2.103, -0.244], [-1.765, 2.366, 2.603], [-0.291, 2.042, -3.923], [3.005, 0.915, 0.418], [2.009, 0.741, 3.274], [0.662, -3.969, 0.259], [-2.283, -1.028, -2.645], [0.433, -3.236, -0.515], [-2.929, 2.881, 3.132], [-2.126, -0.752, -3.994], [-1.218, 4.444, -3.794], [4.850, -0.696, -2.158], [1.886, 2.187, 2.847], [0.601, 2.394, 2.203], [4.149, 1.070, 0.654], [3.762, 1.030, 4.467], [-2.430, -3.697, -0.505], [1.659, -2.503, -0.960], [1.928, 2.836, 3.723], [2.807, -0.649, -3.549], [-0.921, 3.692, -2.722], [-0.834, -2.143, 0.251], [-0.890, 3.883, 0.627], [0.365, -2.037, 2.777], [-5.053, 0.913, 1.384], [-1.769, 1.372, 1.712], [2.810, -3.056, 0.767], [2.131, -2.936, 4.262], [1.661, -1.827, -2.176], [-2.467, -0.218, -1.952], [-0.404, 2.834, 3.023], [-2.922, 0.866, 1.280], [1.860, 0.711, 0.137], [-5.071, 2.742, 3.079], [-2.185, -2.338, -2.180], [-0.442, 2.412, -2.918], [0.271, 0.641, -1.947], [-2.299, -2.633, -0.716], [-2.205, 0.269, -4.344], [4.852, -1.906, -0.006], [2.127, -1.889, 3.995], [-2.859, 3.673, 3.865], [2.712, 2.465, 2.193], [-0.331, 2.155, -0.548], [-1.757, -1.564, -5.945], [3.888, -1.370, 5.116], [-4.132, 1.337, 1.755], [-1.797, -3.090, -4.440], [-0.053, -3.737, -1.349], [-1.910, -4.395, -2.745], [-1.876, -1.781, -4.892], [-1.092, 4.228, -1.463], [-2.853, 0.090, 0.533], [1.088, -0.108, 2.799], [0.766, -1.817, -2.790], [-1.954, -3.367, -3.090], [2.806, -1.173, -2.601], [-1.619, -3.897, -5.138], [-0.784, 3.447, -0.355], [-0.134, 1.632, -1.812], [2.808, -2.525, -0.180], [-1.449, 5.243, -1.350], [3.096, -1.015, 4.469], [1.143, -1.392, 3.165], [-0.256, 3.521, 4.009], [-4.136, 2.358, 2.696], [-0.558, -0.713, -0.211], [0.096, 0.942, 1.004], [3.955, -1.202, -1.822], [3.958, -1.885, -0.614]],
  "forces_ev_per_a": [[0.0, 0.0, 0.0], [0.0, 0.0, 0.0], [0.0, 0.0, 0.0], [0.0, 0.0, 0.0], [0.0, -0.1, 0.0], [0.0, 0.0, 0.0], [0.0, 0.0, 0.0], [0.0, 0.0, 0.0], [-0.1, 0.0, 0.0], [0.0, 0.0, 0.0], [0.0, 0.0, 0.0], [0.0, 0.0, 0.0], [0.0, 0.0, 0.0], [0.0, 0.0, 0.0], [0.1, 0.1, 0.0], [0.0, 0.0, 0.0], [0.0, 0.0, 0.0], [0.0, 0.0, 0.0], [0.0, 0.0, 0.0], [0.0, 0.0, 0.0], [0.0, 0.0, 0.0], [0.0, 0.0, 0.0], [0.1, 0.0, 0.1], [0.0, 0.0, 0.0], [0.0, 0.0, 0.0], [0.0, 0.0, 0.0], [0.0, 0.0, 0.1], [0.0, 0.0, 0.0], [0.0, 0.0, 0.0], [0.0, 0.0, 0.0], [0.0, 0.0, 0.0], [0.0, 0.0, 0.0], [0.0, 0.0, 0.0], [0.0, 0.0, 0.1], [0.0, 0.0, 0.0], [0.0, 0.0, 0.0], [0.0, 0.0, 0.0], [0.0, 0.0, 0.0], [0.0, 0.0, 0.0], [0.0, 0.0, 0.0], [0.0, 0.0, 0.0], [0.0, 0.0, 0.0], [0.0, 0.0, 0.0], [0.0, 0.0, 0.0], [-0.1, 0.0, 0.0], [0.0, 0.0, 0.0], [0.0, 0.0, 0.0], [0.0, 0.0, 0.0], [0.0, 0.0, 0.0], [0.0, 0.0, -0.1], [0.0, 0.0, 0.0], [0.0, 0.0, 0.0], [0.0, 0.0, 0.0], [0.0, 0.0, 0.0], [0.0, 0.0, 0.0], [0.0, 0.0, 0.0], [0.0, 0.0, 0.0], [0.0, 0.0, 0.0], [0.0, 0.0, 0.0], [0.0, 0.0, 0.0], [0.0, 0.0, 0.0], [0.0, 0.0, 0.0], [0.0, 0.0, 0.0], [0.0, 0.0, 0.0], [0.0, 0.0, 0.0], [0.0, 0.0, 0.0], [0.0, 0.0, 0.0], [-0.1, 0.1, 0.0], [0.1, -0.2, -0.3], [0.0, 0.0, 0.0], [0.0, 0.0, 0.0]]
}


[6]
{
  "formula": "C24H30InNO5",
  "method": "the ωB97M-V functional and the def2-TZVPD basis",
  "total_energy_ha": -1553.4125,
  "e_lumo_ev": 4.0,
  "homo_lumo_gap_ev": 2.72,
  "mol_weight_g_mol": 527.324,
  "max_force_ha_per_bohr": 0.05546,
  "charge": -2,
  "symbols": ["C", "H", "C", "H", "O", "C", "H", "O", "C", "N", "C", "C", "H", "H", "C", "C", "O", "H", "H", "C", "C", "C", "H", "C", "C", "H", "H", "H", "C", "H", "H", "H", "H", "H", "C", "C", "O", "H", "O", "H", "H", "C", "C", "H", "H", "H", "C", "H", "H", "C", "C", "H", "C", "H", "H", "In", "H", "H", "C", "H", "C"],
  "positions_angstrom": [[-0.459, -0.868, -4.195], [-1.257, 4.457, -0.704], [-1.118, 3.544, -0.105], [-1.916, 1.801, -1.760], [-0.840, -1.019, 1.382], [1.610, -1.253, 2.909], [2.350, 0.478, 1.626], [1.861, -0.537, -4.870], [-0.171, 1.308, -2.971], [-0.569, 3.247, 4.446], [0.149, -0.799, -1.692], [-1.004, -2.825, -5.263], [-2.475, -0.008, 0.529], [-3.522, 0.406, 3.493], [1.203, 2.678, -0.708], [-1.044, -0.107, -1.097], [2.716, -0.245, -2.795], [-2.059, 0.786, 5.743], [-2.126, 3.152, 0.108], [-1.781, -2.300, 4.444], [-1.640, -0.694, 0.223], [-2.095, -0.129, 5.154], [-0.901, -3.892, -5.080], [2.400, 0.709, 3.884], [-2.642, -1.664, 3.513], [-0.800, -1.542, 6.315], [1.485, 2.955, 0.324], [1.429, -2.030, 2.161], [0.316, -0.143, -3.080], [2.847, 1.699, 4.012], [3.632, -1.631, -4.859], [1.578, 3.491, -1.352], [-0.671, 3.871, 0.843], [0.689, 1.973, -3.116], [-0.877, 1.469, -1.573], [-0.493, 2.320, 3.727], [-0.410, -2.206, -4.119], [-0.462, -2.520, -6.161], [-0.995, -0.299, -5.132], [3.152, -0.807, -6.378], [-1.889, -0.362, -1.767], [1.754, -0.290, -3.555], [1.654, -1.422, 4.310], [1.043, -0.634, -1.077], [1.749, 1.767, -0.999], [-2.053, -2.534, -5.355], [2.054, 0.115, 2.615], [0.033, -1.878, -1.847], [3.834, 0.131, -5.003], [-2.853, -0.316, 3.955], [-1.438, -1.354, 5.456], [-1.458, -3.339, 4.397], [2.140, -0.228, 4.900], [-3.088, -2.122, 2.636], [2.331, -0.090, 5.966], [-0.273, 0.386, 2.622], [-0.886, 1.499, -3.776], [1.391, -2.335, 4.842], [3.210, -0.720, -5.296], [-2.088, -1.692, -0.006], [-0.258, 2.592, -0.843]],
  "forces_ev_per_a": [[-0.6, 1.2, -0.5], [-0.3, 0.8, 0.0], [0.0, 0.2, -0.1], [0.1, -0.3, 0.0], [-0.1, 0.6, -2.3], [0.5, 0.1, 0.6], [-0.1, -0.1, 0.3], [0.7, 0.2, 0.0], [-0.1, -0.3, 0.0], [0.2, -1.8, -1.5], [0.4, -0.3, 0.0], [0.2, -0.2, 0.2], [0.4, -0.4, -0.2], [0.1, -0.1, 0.1], [0.3, 0.4, 0.1], [-0.9, 0.0, -0.7], [-1.0, 0.0, -1.5], [0.1, -0.2, -0.2], [0.3, 0.1, 0.0], [-0.5, 0.6, 0.0], [-0.1, 0.1, 0.9], [0.4, -0.5, -0.1], [-0.1, 0.0, -0.1], [0.2, -0.5, 0.0], [0.0, 0.2, 1.1], [0.0, 0.1, -0.2], [0.3, -0.1, -0.1], [-0.2, 0.5, 0.4], [0.1, -1.0, -0.9], [-0.4, -0.3, 0.0], [-0.1, 0.2, -0.1], [0.8, 0.4, -0.2], [-0.2, 0.0, 0.1], [-0.3, 0.1, 0.4], [-0.1, 0.5, 0.2], [-0.1, 1.2, 1.0], [-0.2, 0.0, -0.2], [-0.1, -0.1, 0.0], [0.3, -0.7, 0.9], [0.1, 0.0, 0.0], [0.0, -0.2, -0.1], [0.8, 0.1, 2.2], [0.3, 0.1, -0.6], [-0.1, 0.0, -0.2], [-0.1, 0.2, 0.2], [0.1, -0.1, 0.0], [0.0, -0.1, 0.6], [0.0, 0.1, 0.4], [-0.2, -0.2, -0.1], [0.7, -0.6, -0.3], [-0.7, 0.2, -0.5], [0.1, 0.3, 0.0], [0.4, 0.2, -0.5], [0.2, 0.1, 0.1], [-0.3, 0.1, -0.4], [-0.3, 0.9, 1.3], [0.3, 0.0, 0.1], [-0.1, 0.3, -0.2], [0.1, 0.0, -0.1], [0.1, 0.7, -0.3], [-0.8, -2.4, 1.4]]
}